# 1
55
Properties=species:S:1:pos:R:3:mulliken_charge:R:1 method="wB97M-V/def2-TZVPD" energy_ha=-3037.62718 spin_multiplicity=1 gap_ha=0.274 molar_mass_g_mol=465.41 lumo_ev=-6.432 charge=+2 e_homo_ev=-13.9
Ti -0.46 0.75 0.22 0.88
N 3.25 0.62 2.48 -0.38
C 1.97 0.71 2.12 0.76
S 1.58 1.76 0.75 -0.33
N 1.07 0.03 2.74 -1.31
N -0.21 0.26 2.24 0.96
C -1.15 0.09 3.12 -0.61
C -2.56 0.27 2.91 0.60
C -3.44 0.15 3.99 -0.86
C -4.79 0.34 3.81 -0.78
C -5.28 0.65 2.54 -0.50
C -4.43 0.76 1.45 -0.70
C -3.08 0.57 1.65 0.85
O -2.21 0.65 0.61 0.14
H 3.96 1.18 2.04 0.20
H 3.49 0.08 3.30 0.26
H -0.81 -0.19 4.11 0.42
H -3.05 -0.10 4.97 0.46
H -5.47 0.25 4.64 0.44
H -6.34 0.80 2.40 0.44
H -4.81 1.00 0.46 0.53
C -1.52 3.93 1.18 -1.31
N -0.39 4.47 0.44 0.24
C 0.52 5.30 1.24 -1.23
C -0.05 4.03 -0.77 0.37
S -0.67 2.51 -1.39 -0.26
N 0.72 4.76 -1.57 0.07
C 1.41 4.18 -2.73 -1.11
C 0.75 6.22 -1.51 -1.18
H -1.94 4.73 1.79 0.45
H -1.20 3.13 1.85 0.28
H -2.29 3.57 0.50 0.42
H 0.59 4.84 2.23 0.41
H 0.16 6.32 1.35 0.35
H 1.51 5.30 0.80 0.42
H 1.71 3.16 -2.53 0.38
H 2.30 4.78 -2.92 0.41
H 0.77 4.22 -3.62 0.37
H -0.09 6.59 -0.93 0.39
H 0.66 6.59 -2.53 0.43
H 1.68 6.59 -1.09 0.37
C -1.89 -1.65 -2.65 -1.11
P -0.72 -2.11 -1.39 1.12
C -1.54 -3.06 -0.12 -1.05
C 0.62 -3.03 -2.09 -1.14
O -0.14 -0.81 -0.74 -0.88
H -2.31 -2.54 -3.11 0.44
H -1.40 -1.05 -3.41 0.36
H -2.70 -1.07 -2.20 0.31
H -1.96 -3.97 -0.55 0.45
H -2.35 -2.46 0.31 0.25
H -0.82 -3.32 0.66 0.36
H 0.25 -3.94 -2.55 0.42
H 1.34 -3.29 -1.31 0.36
H 1.13 -2.42 -2.84 0.37

***

# 2
57
Properties=species:S:1:pos:R:3:mulliken_charge:R:1 method="wB97M-V/def2-TZVPD" energy_ha=-2098.04066 spin_multiplicity=3 gap_ha="0.243 / 0.246" molar_mass_g_mol=614.42 lumo_ev="-10.050 / -10.098" charge=+3 e_homo_ev="-16.7 / -16.8"
W 0.08 0.38 -0.51 2.32
C 1.74 2.45 4.69 -0.82
S 2.66 1.90 3.24 0.08
C 1.43 1.55 2.12 0.43
S 2.04 1.12 0.50 -0.40
N 0.16 1.66 2.35 -1.03
N -0.61 1.30 1.27 0.33
C -1.53 2.12 0.88 -0.69
C -2.49 1.69 -0.14 1.07
C -3.73 2.28 -0.24 -0.87
C -4.63 1.76 -1.18 -0.38
C -4.23 0.70 -1.97 -0.95
C -2.95 0.18 -1.83 -0.26
N -2.09 0.66 -0.93 -0.18
H 2.42 3.10 5.24 0.39
H 1.46 1.60 5.31 0.31
H 0.86 3.01 4.39 0.29
H -1.61 3.11 1.33 0.51
H -4.00 3.11 0.39 0.52
H -5.62 2.19 -1.28 0.48
H -4.90 0.27 -2.71 0.47
H -2.60 -0.63 -2.46 0.66
C 2.71 -3.20 -3.97 -0.96
N 2.48 -2.01 -3.13 0.01
C 3.66 -1.14 -3.02 -0.93
C 1.33 -1.70 -2.61 0.94
O 1.17 -0.59 -1.99 -0.86
C 0.13 -2.62 -2.76 -1.15
O -0.95 -2.17 -1.97 -0.32
C -1.35 -3.00 -0.91 -1.24
C -0.81 -2.48 0.41 1.19
O -0.19 -1.37 0.41 -0.83
N -0.97 -3.17 1.50 0.02
C -1.63 -4.49 1.49 -0.93
C -0.44 -2.73 2.80 -1.01
H 3.59 -3.72 -3.60 0.36
H 2.89 -2.88 -4.99 0.35
H 1.86 -3.88 -3.96 0.40
H 4.49 -1.74 -2.64 0.34
H 3.46 -0.33 -2.33 0.24
H 3.91 -0.75 -4.00 0.37
H 0.41 -3.64 -2.51 0.55
H -0.18 -2.61 -3.81 0.51
H -1.03 -4.03 -1.05 0.61
H -2.45 -3.01 -0.87 0.48
H -2.56 -4.46 0.93 0.40
H -1.87 -4.75 2.52 0.34
H -0.96 -5.25 1.09 0.35
H 0.03 -1.75 2.70 0.30
H 0.29 -3.46 3.14 0.40
H -1.26 -2.67 3.51 0.38
N -0.08 3.27 -1.56 -0.54
N 0.34 1.95 -1.99 -0.44
H -0.18 3.87 -2.38 0.27
H 0.68 3.65 -1.00 0.26
H 1.31 1.94 -2.30 0.42
H -0.23 1.71 -2.80 0.43

***

# 3
67
Properties=species:S:1:pos:R:3:mulliken_charge:R:1 method="wB97M-V/def2-TZVPD" energy_ha=-4734.04346 spin_multiplicity=1 gap_ha=0.265 molar_mass_g_mol=678.18 lumo_ev=2.052 charge=-1 e_homo_ev=-5.2
C 1.30 -6.69 -2.00 -0.98
C -0.14 -6.31 -2.33 -0.24
O -0.22 -5.20 -3.20 -0.42
C -0.08 -3.95 -2.53 -0.24
C -1.43 -3.35 -2.14 -0.30
O -1.22 -2.36 -1.18 -0.36
Ga -2.63 -1.15 -0.93 0.50
O -2.05 -0.02 0.47 -0.61
C -2.78 0.09 -2.52 -1.34
C -1.54 1.00 -2.61 -0.07
C -0.53 0.56 -3.64 0.80
F -0.87 0.99 -4.90 -0.37
F -0.43 -0.79 -3.71 -0.23
C 0.95 1.01 -3.42 0.51
F 1.68 0.43 -4.40 -0.36
F 1.39 0.52 -2.25 -0.18
C 1.29 2.57 -3.49 0.49
F 0.24 3.26 -3.95 -0.28
F 2.30 2.73 -4.36 -0.33
C 1.86 3.31 -2.20 0.48
F 2.31 4.48 -2.63 -0.28
F 2.89 2.60 -1.76 -0.24
S 0.76 3.69 -0.69 1.42
F 0.74 2.15 -0.34 -0.21
F 2.06 3.89 0.20 -0.35
F 0.75 5.25 -0.98 -0.34
F -0.56 3.55 -1.55 -0.29
F -0.13 3.96 0.59 -0.27
H 1.90 -5.79 -1.83 0.31
H 1.76 -7.26 -2.81 0.26
H 1.35 -7.30 -1.09 0.31
H -0.71 -6.11 -1.40 0.26
H -0.64 -7.14 -2.84 0.36
H 0.45 -3.28 -3.21 0.10
H 0.51 -4.05 -1.61 0.22
H -1.93 -2.96 -3.04 0.16
H -2.07 -4.17 -1.75 0.25
H -3.99 -1.92 -0.57 -0.51
H -1.96 -0.56 1.26 0.17
H -3.66 0.73 -2.39 0.52
H -2.93 -0.46 -3.46 0.41
H -1.04 1.06 -1.64 -0.07
H -1.81 2.03 -2.90 0.34
C -1.04 3.99 6.52 -1.43
C -0.46 2.88 5.67 0.97
O -0.03 1.85 6.18 -0.63
N -0.42 3.06 4.33 0.03
C -0.88 4.20 3.56 -0.86
H -0.99 3.68 7.56 0.31
H -0.48 4.92 6.39 0.35
H -2.08 4.18 6.25 0.36
H -0.03 2.28 3.83 0.05
H -1.64 3.90 2.84 0.28
H -0.05 4.65 3.02 0.24
H -1.30 4.95 4.22 0.36
C 1.55 -0.96 1.08 -0.44
C 1.93 -2.01 2.10 0.23
O 2.42 -3.08 1.77 -0.71
N 1.75 -1.72 3.42 -0.06
C 1.17 -0.54 4.02 -0.50
H 1.73 -1.38 0.09 0.33
H 0.49 -0.69 1.14 0.00
H 2.16 -0.06 1.20 0.35
H 2.03 -2.47 4.03 0.23
H 1.88 -0.06 4.70 0.31
H 0.28 -0.79 4.60 0.30
H 0.89 0.18 3.26 -0.08

***

# 4
56
Properties=species:S:1:pos:R:3:mulliken_charge:R:1 method="wB97M-V/def2-TZVPD" energy_ha=-2355.00980 spin_multiplicity=1 gap_ha=0.261 molar_mass_g_mol=616.74 lumo_ev=2.453 charge=-1 e_homo_ev=-4.6
Ir 1.26 -0.85 -0.77 1.08
N 3.09 -0.87 0.25 -0.61
C 3.80 -2.11 -0.10 -0.45
C 3.39 -2.62 -1.48 0.51
O 4.14 -3.33 -2.14 -0.74
N 2.12 -2.29 -1.76 -0.13
C 1.43 -2.71 -2.97 -0.48
C 0.51 -1.59 -3.42 0.49
O 0.07 -1.52 -4.55 -0.71
O 0.18 -0.73 -2.46 -0.81
H 3.51 -0.04 -0.17 0.43
H 3.06 -0.70 1.25 0.20
H 3.49 -2.88 0.61 0.19
H 4.88 -2.01 -0.04 0.36
H 0.76 -3.54 -2.74 0.20
H 2.12 -3.02 -3.75 0.36
C -1.79 -1.99 3.46 -1.57
C -0.97 -2.98 2.62 2.41
C -1.90 -4.06 2.05 -1.64
C 0.09 -3.63 3.51 -1.68
C -0.30 -2.27 1.52 -0.73
C 0.28 -1.69 0.61 -0.30
H -2.24 -2.49 4.32 0.44
H -2.59 -1.55 2.86 0.22
H -1.16 -1.17 3.82 0.38
H -2.37 -4.62 2.86 0.39
H -1.33 -4.75 1.43 0.38
H -2.67 -3.61 1.43 0.37
H -0.38 -4.20 4.32 0.40
H 0.74 -2.87 3.95 0.37
H 0.71 -4.31 2.93 0.37
C -2.16 1.14 1.31 -1.29
C -2.25 1.98 0.06 0.56
C -2.33 1.14 -1.20 -0.98
O -1.18 2.94 -0.08 -0.33
P 0.33 2.97 0.43 0.78
S 0.57 3.03 2.35 -0.53
S 1.49 1.59 -0.54 -0.57
O 0.75 4.40 -0.18 -0.44
C 0.50 4.96 -1.49 0.59
C -0.74 5.83 -1.39 -1.23
C 0.40 3.96 -2.63 -1.22
H -3.06 0.52 1.37 0.52
H -2.09 1.76 2.20 0.33
H -1.30 0.47 1.29 0.08
H -3.14 2.61 0.12 0.10
H -1.44 0.53 -1.33 -0.01
H -2.42 1.78 -2.08 0.32
H -3.20 0.49 -1.16 0.48
H 1.38 5.59 -1.66 0.33
H -1.61 5.21 -1.20 0.16
H -0.89 6.38 -2.32 0.43
H -0.63 6.55 -0.57 0.32
H -0.46 3.30 -2.51 0.14
H 1.28 3.34 -2.70 0.28
H 0.28 4.52 -3.56 0.49

***

# 5
47
Properties=species:S:1:pos:R:3:mulliken_charge:R:1 method="wB97M-V/def2-TZVPD" energy_ha=-733.12109 spin_multiplicity=1 gap_ha="0.223 / 0.206" molar_mass_g_mol=376.31 lumo_ev="-8.648 / -9.127" charge=+2 e_homo_ev="-14.7 / -14.7"
C 1.61 2.26 -0.82 -0.60
H 2.43 2.87 -0.36 0.57
H 1.95 1.58 -1.72 0.07
H 1.66 1.00 1.29 0.16
C 0.29 3.14 -1.00 -0.15
H -0.54 2.57 -1.42 0.27
H -0.02 3.42 0.08 0.31
C 0.57 4.35 -1.88 -1.32
H -0.35 4.91 -1.90 0.40
H 1.36 4.93 -1.47 0.38
H 0.80 4.00 -2.87 0.35
C -0.91 -1.88 -0.09 0.41
C -1.55 -1.09 -1.08 0.64
C -0.59 -0.76 -2.11 0.37
C 0.64 -1.35 -1.74 0.21
C 0.44 -2.04 -0.50 0.73
C 1.48 -2.81 0.25 -1.42
C 1.88 -1.32 -2.54 -1.24
C -0.88 -0.05 -3.37 -1.33
C -3.00 -0.73 -1.08 -1.64
C -1.53 -2.44 1.14 -1.28
La 0.21 0.83 0.01 0.59
H 2.74 -1.69 -1.98 0.37
H 1.80 -1.92 -3.46 0.34
H 2.12 -0.29 -2.86 0.26
H 2.50 -2.57 -0.09 0.40
H 1.44 -2.60 1.34 0.16
H 1.34 -3.91 0.14 0.33
H -2.43 -1.91 1.40 0.35
H -1.80 -3.49 0.99 0.34
H -0.86 -2.39 1.98 0.22
H -3.20 0.15 -1.71 0.40
H -3.65 -1.55 -1.45 0.35
H -3.35 -0.48 -0.07 0.38
H -0.13 0.73 -3.56 0.33
H -0.87 -0.72 -4.25 0.34
H -1.85 0.44 -3.35 0.35
C -1.09 0.74 4.23 -1.18
C 0.11 0.25 3.47 0.94
C 1.09 -0.66 4.10 -1.12
O 0.29 0.65 2.28 -0.18
H -0.91 0.55 5.28 0.43
H -1.98 0.20 3.90 0.28
H -1.24 1.80 4.04 0.36
H 0.94 -1.70 3.76 0.25
H 2.11 -0.36 3.86 0.37
H 0.92 -0.62 5.19 0.43

***

Repeat the first record exactly.
55
Properties=species:S:1:pos:R:3:mulliken_charge:R:1 method="wB97M-V/def2-TZVPD" energy_ha=-3037.62718 spin_multiplicity=1 gap_ha=0.274 molar_mass_g_mol=465.41 lumo_ev=-6.432 charge=+2 e_homo_ev=-13.9
Ti -0.46 0.75 0.22 0.88
N 3.25 0.62 2.48 -0.38
C 1.97 0.71 2.12 0.76
S 1.58 1.76 0.75 -0.33
N 1.07 0.03 2.74 -1.31
N -0.21 0.26 2.24 0.96
C -1.15 0.09 3.12 -0.61
C -2.56 0.27 2.91 0.60
C -3.44 0.15 3.99 -0.86
C -4.79 0.34 3.81 -0.78
C -5.28 0.65 2.54 -0.50
C -4.43 0.76 1.45 -0.70
C -3.08 0.57 1.65 0.85
O -2.21 0.65 0.61 0.14
H 3.96 1.18 2.04 0.20
H 3.49 0.08 3.30 0.26
H -0.81 -0.19 4.11 0.42
H -3.05 -0.10 4.97 0.46
H -5.47 0.25 4.64 0.44
H -6.34 0.80 2.40 0.44
H -4.81 1.00 0.46 0.53
C -1.52 3.93 1.18 -1.31
N -0.39 4.47 0.44 0.24
C 0.52 5.30 1.24 -1.23
C -0.05 4.03 -0.77 0.37
S -0.67 2.51 -1.39 -0.26
N 0.72 4.76 -1.57 0.07
C 1.41 4.18 -2.73 -1.11
C 0.75 6.22 -1.51 -1.18
H -1.94 4.73 1.79 0.45
H -1.20 3.13 1.85 0.28
H -2.29 3.57 0.50 0.42
H 0.59 4.84 2.23 0.41
H 0.16 6.32 1.35 0.35
H 1.51 5.30 0.80 0.42
H 1.71 3.16 -2.53 0.38
H 2.30 4.78 -2.92 0.41
H 0.77 4.22 -3.62 0.37
H -0.09 6.59 -0.93 0.39
H 0.66 6.59 -2.53 0.43
H 1.68 6.59 -1.09 0.37
C -1.89 -1.65 -2.65 -1.11
P -0.72 -2.11 -1.39 1.12
C -1.54 -3.06 -0.12 -1.05
C 0.62 -3.03 -2.09 -1.14
O -0.14 -0.81 -0.74 -0.88
H -2.31 -2.54 -3.11 0.44
H -1.40 -1.05 -3.41 0.36
H -2.70 -1.07 -2.20 0.31
H -1.96 -3.97 -0.55 0.45
H -2.35 -2.46 0.31 0.25
H -0.82 -3.32 0.66 0.36
H 0.25 -3.94 -2.55 0.42
H 1.34 -3.29 -1.31 0.36
H 1.13 -2.42 -2.84 0.37